A cluster of 13 separate species, C7H36O12 in total at a distorted geometry. Source: the Open Molecules 2025 dataset; level of theory: ωB97M-V with the def2-TZVPD basis set.

Geometry as XYZ:
```
55
Properties=species:S:1:pos:R:3:nbo_charge:R:1
H -3.34618 1.48771 -3.71961 0.48
C -0.33180 1.01326 -0.15779 -0.46
O -3.71557 -0.54625 -0.37556 -1.02
H 1.21245 -0.09372 -2.92177 0.25
H -2.27090 0.79032 2.98296 0.49
H -3.29373 -1.41503 -0.82262 0.51
H -1.09437 -1.74434 1.84817 0.48
O 1.53556 -0.69255 4.02999 -0.99
H 1.57058 2.96663 -0.76879 0.20
O 0.07216 -4.16191 -2.54003 -0.95
H 3.37719 0.48896 1.99957 0.51
H -1.64015 -3.14614 1.98149 0.48
H -1.50843 -2.87089 -1.02290 0.50
C 1.66550 -0.45646 -0.83726 -0.05
C 1.09595 0.91312 -0.62201 0.05
H 0.98214 -0.24062 3.37276 0.47
H 2.42934 -2.15365 0.15144 0.19
H -2.59394 -3.24079 -2.01535 0.49
C -0.76563 2.19245 0.76936 -0.62
H -1.52674 2.15153 1.44498 0.22
H -3.96381 0.41832 -2.76451 0.49
H -1.98754 0.16827 -4.41312 0.49
O -3.52945 2.17441 -1.41634 -0.95
H -0.94693 1.08010 -1.04935 0.24
H -4.39541 1.70954 -1.14276 0.48
H 4.86685 1.06912 0.33503 0.47
H -1.86624 -0.80624 -3.18873 0.48
H -0.70018 1.36552 3.40525 0.52
C 1.98850 -1.18288 0.17016 -0.37
H 0.05811 2.46424 1.44721 0.20
O -1.47890 -2.38528 1.30543 -0.96
H -0.85562 0.07423 0.32236 0.22
H 1.23954 2.79771 3.82957 0.50
O 0.97589 1.87514 3.98962 -1.03
H 4.36964 -0.63831 2.67295 0.50
O 3.44078 -0.50619 2.21082 -0.99
H 1.45988 1.24948 4.60504 0.54
H -2.99569 2.00387 -0.64684 0.47
H 2.88088 1.75409 -1.11287 0.18
H 2.23050 -1.15307 3.38791 0.50
H 1.87015 -0.90072 1.22340 0.20
H -3.08777 -0.35812 0.34336 0.46
O -1.37561 -0.48443 -3.91305 -0.98
O -1.27816 0.62654 3.05049 -1.02
H 2.94024 -0.40984 -2.52346 0.22
O -3.76129 0.63386 -3.65994 -0.97
C 1.91266 1.89937 -0.91450 -0.45
O 4.81325 1.53624 1.14669 -0.93
H 1.73202 -1.67939 -2.51829 0.20
H 0.55490 -4.46395 -1.73478 0.47
C 1.92933 -0.63290 -2.27073 -0.65
O -2.20569 -2.51379 -1.50064 -0.95
H 0.23987 -3.19933 -2.58875 0.48
H -0.98123 3.07981 0.19791 0.20
H 4.05311 2.09295 0.93842 0.47
```

## Properties
Net charge = 0
Calculated total energy = -32409.4930 eV
E_LUMO = 0.0007 Eh
E_HOMO = -9.21 eV